ORCA calculation (ωB97M-V with the def2-TZVPD basis set) on 2 unconnected molecules or ions with the total composition ClH3OSi at a distorted geometry.

Each line ends with the Mulliken charge.
Cartesian coordinates (Å):
O: -0.376 -1.129 1.398  -0.76
Si: 0.007 0.607 -0.482  0.65
Cl: -1.760 0.356 -1.372  -0.10
H: 0.508 -1.538 1.191  0.25
H: 1.014 0.138 -1.343  -0.06
H: 0.607 1.567 0.608  0.01

Force components x, y, z for each atom (eV/Å):
1.90 1.86 -3.09
-0.17 -1.95 4.82
-0.24 0.62 0.01
-1.17 0.28 0.51
0.90 -0.39 -0.83
-1.21 -0.41 -1.42

Summary:
**Total energy**: -826.65126 Eh
**E_LUMO**: -0.79 eV
**ΔE to the lowest compared entry with this formula, charge and spin**: 96.5 kcal/mol